The following is a quantum chemistry calculation of a molecular structure, C6H5ClFNO2S, from the Open Molecules 2025 dataset.

The geometry in ORCA input format:
```
! wB97M-V def2-TZVPD RIJCOSX def2/J DEFGRID3
* xyz 0 1
C -0.6599 -0.5421 1.4117
C -0.6775 -1.5854 0.5750
C -0.4058 0.8150 0.8615
C -0.5341 -1.3589 -0.8500
C -0.8016 0.8909 -0.5819
C -1.3020 2.0066 -1.1266
N -0.6478 -0.2101 -1.3972
O 2.3483 -1.2979 -1.0394
O 3.8857 -0.8630 0.7985
F -1.4965 3.1213 -0.4183
S 3.2506 -0.3766 -0.3982
Cl 1.4212 1.1127 0.9835
H -0.7674 -0.6445 2.4806
H -0.8207 -2.5943 0.9271
H -0.8395 1.6252 1.4478
H -0.3758 -2.1999 -1.5077
H -1.5772 2.1011 -2.1664
*
```

relative energy (zero: lowest compared OMol25 entry of this formula, charge and spin) = 0.0 kcal per mole
HOMO energy (alpha / beta) = -0.3358 / -0.3358 Eh
HOMO-LUMO gap (alpha / beta) = 0.30603 / 0.30602 hartree

Charges in e, computed with Mulliken, in the same order as the atoms:
1. C -0.690
2. C -0.187
3. C 0.076
4. C -0.248
5. C 0.148
6. C -0.146
7. N -0.531
8. O -0.359
9. O -0.397
10. F -0.249
11. S 0.681
12. Cl -0.222
13. H 0.421
14. H 0.403
15. H 0.451
16. H 0.418
17. H 0.431